A structure of composition C28H28AlBNO12S, computed with the ωB97M-V functional and the def2-TZVPD basis.

The calculation puts the gap between HOMO and LUMO at 4.11 eV. Its net charge is -1. The HOMO energy is -4.6 eV.

Positions of all 72 atoms, in Å:
C (-4.294, 5.098, 0.139)
C (-3.184, 4.067, -0.086)
S (-3.499, 2.387, 0.508)
C (-4.116, 1.543, -0.976)
Al (-5.846, 2.076, -1.855)
C (-7.115, 3.141, -0.734)
B (-8.575, 2.679, -0.991)
O (-9.232, 2.873, -2.196)
O (-9.362, 2.039, -0.038)
O (-5.506, 3.064, -3.390)
N (-5.076, 4.300, -3.221)
O (-5.553, 5.083, -3.989)
H (-4.873, 5.268, -0.768)
H (-3.867, 6.047, 0.471)
H (-4.976, 4.755, 0.919)
H (-2.923, 4.010, -1.144)
H (-2.293, 4.349, 0.474)
H (-4.248, 0.507, -0.641)
H (-3.301, 1.511, -1.710)
H (-6.584, 0.743, -2.397)
H (-7.041, 4.200, -1.011)
H (-6.848, 3.060, 0.327)
H (-8.607, 3.061, -2.901)
H (-8.957, 2.143, 0.825)
C (0.850, 1.232, 1.602)
C (0.197, 2.383, 1.456)
C (-0.559, 2.995, 2.576)
O (-1.153, 4.040, 2.438)
C (-0.575, 2.267, 3.872)
C (0.078, 1.119, 4.022)
C (0.841, 0.518, 2.899)
O (1.436, -0.533, 3.048)
H (1.409, 0.765, 0.800)
H (0.173, 2.925, 0.519)
H (-1.146, 2.727, 4.668)
H (0.084, 0.566, 4.953)
C (4.766, -3.244, -1.317)
C (4.114, -2.095, -1.468)
C (3.372, -1.485, -0.337)
O (2.780, -0.434, -0.482)
C (3.376, -2.194, 0.966)
C (4.033, -3.342, 1.114)
C (4.778, -3.957, -0.013)
O (5.372, -5.008, 0.118)
H (5.310, -3.713, -2.127)
H (4.087, -1.563, -2.409)
H (2.816, -1.728, 1.770)
H (4.050, -3.873, 2.057)
C (5.732, 0.172, -7.118)
C (5.582, -0.782, -6.204)
C (4.312, -0.927, -5.449)
O (4.177, -1.797, -4.614)
C (3.217, 0.028, -5.749)
C (3.367, 0.982, -6.663)
C (4.635, 1.129, -7.422)
O (4.776, 1.993, -8.258)
H (6.646, 0.302, -7.684)
H (6.363, -1.492, -5.963)
H (2.304, -0.101, -5.181)
H (2.585, 1.692, -6.900)
C (2.441, -7.071, 5.569)
C (3.230, -6.390, 4.743)
C (3.546, -4.960, 4.987)
O (4.268, -4.342, 4.234)
C (2.947, -4.315, 6.182)
C (2.158, -4.996, 7.008)
C (1.845, -6.428, 6.769)
O (1.133, -7.051, 7.526)
H (2.194, -8.113, 5.417)
H (3.679, -6.832, 3.862)
H (3.189, -3.270, 6.329)
H (1.706, -4.551, 7.885)

---

A structure of composition H30O15, computed with the ωB97M-V functional and the def2-TZVPD basis.

The calculation puts the gap between HOMO and LUMO at 7.15 eV. Its net charge is 0. The relative energy (zero: lowest compared OMol25 entry of this formula, charge and spin) comes out at 357.3 kcal per mole. The HOMO energy is -8.4 eV.

Positions of all 45 atoms, in Å:
O (0.800, 2.248, -0.667)
H (1.393, 1.785, -0.194)
H (1.238, 3.018, -0.974)
O (-2.279, -2.219, -1.937)
H (-2.721, -2.069, -1.078)
H (-1.781, -3.111, -1.790)
O (0.302, 0.828, -2.294)
H (0.410, 1.432, -1.611)
H (-0.499, 0.413, -1.922)
O (0.012, -0.203, 0.290)
H (-0.923, 0.050, -0.002)
H (0.353, -1.092, 0.299)
O (-1.169, 3.169, -1.333)
H (-1.652, 2.834, -0.576)
H (-0.162, 2.980, -1.294)
O (-2.586, 0.973, 2.086)
H (-2.976, 1.376, 1.298)
H (-3.283, 1.085, 2.822)
O (0.128, -2.702, 1.134)
H (0.957, -2.962, 1.826)
H (-0.480, -2.260, 1.613)
O (0.784, -3.130, -0.806)
H (0.374, -3.178, 0.207)
H (1.530, -2.655, -0.959)
O (1.834, 2.697, 1.585)
H (1.572, 1.660, 1.730)
H (1.027, 3.203, 1.383)
O (-2.940, -1.159, -0.140)
H (-2.864, -2.080, 0.322)
H (-3.601, -0.810, 0.390)
O (0.780, 0.805, 2.192)
H (0.114, 0.361, 1.564)
H (0.089, 1.193, 2.891)
O (2.932, -0.799, 2.699)
H (2.316, -0.108, 2.618)
H (2.350, -1.535, 2.408)
O (2.210, 0.856, -0.420)
H (2.212, 0.742, 0.515)
H (3.142, 0.954, -0.593)
O (-1.748, 0.280, -2.653)
H (-1.542, 0.010, -3.522)
H (-1.987, -0.730, -2.423)
O (2.319, -1.085, -1.621)
H (1.595, -0.689, -2.013)
H (2.407, -0.373, -1.054)

---

A structure of composition C42H46N5O6Pt, computed with the ωB97M-V functional and the def2-TZVPD basis.

The calculation puts the gap between HOMO and LUMO at 7.49 eV. Its net charge is -1. The relative energy (zero: lowest compared OMol25 entry of this formula, charge and spin) comes out at 25.1 kcal per mole. The HOMO energy is -5.2 eV.

Positions of all 100 atoms, in Å:
Pt (0.677, 0.169, 0.407)
O (0.465, 2.398, 0.847)
N (0.787, 3.442, 1.488)
N (1.256, 3.324, 2.658)
O (2.191, 0.986, 3.035)
C (1.512, 4.590, 3.247)
C (0.839, 5.762, 2.897)
C (1.128, 6.951, 3.545)
C (2.091, 7.001, 4.548)
C (2.751, 5.834, 4.907)
C (2.457, 4.639, 4.267)
H (0.093, 5.721, 2.116)
H (0.596, 7.852, 3.267)
H (2.315, 7.934, 5.049)
H (3.500, 5.852, 5.690)
H (2.958, 3.721, 4.553)
C (-2.745, -3.904, 0.988)
C (-3.181, -3.067, -0.205)
C (-4.499, -3.540, -0.792)
O (-2.158, -3.121, -1.190)
C (-1.692, -1.795, -1.472)
C (-2.119, -1.056, -0.216)
O (-3.327, -1.712, 0.170)
C (-2.216, 0.462, -0.347)
O (-0.902, 0.899, -0.523)
C (-2.887, 1.000, 0.944)
C (-4.219, 1.402, 0.996)
C (-4.784, 1.875, 2.174)
C (-4.026, 1.956, 3.332)
C (-2.697, 1.555, 3.296)
C (-2.141, 1.079, 2.118)
C (-2.991, 0.940, -1.575)
C (-2.528, 2.067, -2.249)
C (-3.215, 2.567, -3.346)
C (-4.373, 1.945, -3.794)
C (-4.833, 0.813, -3.136)
C (-4.151, 0.319, -2.032)
C (-0.149, -1.716, -1.745)
O (0.557, -1.526, -0.557)
C (0.405, -3.003, -2.392)
C (-0.349, -3.959, -3.064)
C (0.255, -5.087, -3.607)
C (1.623, -5.282, -3.495)
C (2.390, -4.318, -2.855)
C (1.783, -3.194, -2.319)
C (0.080, -0.651, -2.862)
C (0.947, 0.424, -2.739)
C (1.099, 1.347, -3.767)
C (0.406, 1.197, -4.957)
C (-0.426, 0.098, -5.116)
C (-0.579, -0.812, -4.083)
H (-2.524, -4.922, 0.666)
H (-3.533, -3.920, 1.741)
H (-1.843, -3.470, 1.421)
H (-4.477, -4.618, -0.960)
H (-4.680, -3.035, -1.741)
H (-5.309, -3.301, -0.102)
H (-2.214, -1.409, -2.349)
H (-1.363, -1.218, 0.554)
H (-4.833, 1.362, 0.107)
H (-5.822, 2.184, 2.180)
H (-4.462, 2.336, 4.248)
H (-2.085, 1.616, 4.188)
H (-1.098, 0.789, 2.111)
H (-1.617, 2.532, -1.897)
H (-2.843, 3.449, -3.854)
H (-4.914, 2.339, -4.646)
H (-5.731, 0.312, -3.480)
H (-4.529, -0.551, -1.509)
H (-1.418, -3.844, -3.156)
H (-0.357, -5.822, -4.116)
H (2.086, -6.171, -3.905)
H (3.464, -4.442, -2.774)
H (2.376, -2.429, -1.837)
H (1.503, 0.565, -1.824)
H (1.757, 2.195, -3.623)
H (0.513, 1.924, -5.753)
H (-0.962, -0.051, -6.046)
H (-1.233, -1.662, -4.234)
C (4.679, -0.189, 3.524)
N (4.146, 0.117, 2.191)
C (3.295, 1.283, 2.231)
C (3.612, -0.941, 1.469)
N (2.441, -0.924, 0.927)
N (4.453, -2.030, 1.348)
C (3.971, -3.259, 0.757)
C (5.894, -1.875, 1.323)
H (3.886, -0.107, 4.268)
H (5.473, 0.520, 3.764)
H (5.083, -1.196, 3.558)
H (3.870, 2.118, 2.648)
H (1.747, 1.844, 3.202)
H (3.020, 1.533, 1.203)
H (2.228, -1.712, 0.323)
H (2.929, -3.433, 1.017)
H (4.563, -4.090, 1.146)
H (4.061, -3.257, -0.335)
H (6.161, -0.828, 1.431)
H (6.288, -2.234, 0.366)
H (6.372, -2.450, 2.122)

---

An isolated molecule of C2H3NOS, computed with the ωB97M-V functional and the def2-TZVPD basis.

The calculation puts the gap between HOMO and LUMO at 8.87 eV. Its net charge is 0. The relative energy (zero: lowest compared OMol25 entry of this formula, charge and spin) comes out at 61.0 kcal per mole. The HOMO energy is -8.7 eV. As for the SMILES: C=NOC=S.

Positions of all 8 atoms, in Å:
C (-1.628, -0.552, 0.011)
C (1.563, 0.633, 0.005)
H (-2.160, -1.488, -0.018)
H (-2.139, 0.461, 0.230)
H (1.984, 1.693, -0.028)
N (-0.362, -0.687, -0.099)
O (0.214, 0.618, -0.086)
S (2.527, -0.677, -0.015)

---

A structure of composition ClPd, computed with the ωB97M-V functional and the def2-TZVPD basis.

The calculation puts the gap between HOMO and LUMO (alpha / beta) at 8.40 / 6.85 eV. Its net charge is 0. The relative energy (zero: lowest compared OMol25 entry of this formula, charge and spin) comes out at 0.0 kcal per mole. The HOMO energy (alpha / beta) is -8.0 / -10.9 eV. The expectation value of S² is 3.757. As for the spin multiplicity: 4.

Positions of all 2 atoms, in Å:
Pd (-1.089, 0.451, 0.515)
Cl (1.089, -0.451, -0.515)

---

A cluster of 2 separate species, C4H11NOS in total, computed with the ωB97M-V functional and the def2-TZVPD basis.

The calculation puts the gap between HOMO and LUMO at 3.96 eV. Its net charge is 0. The relative energy (zero: lowest compared OMol25 entry of this formula, charge and spin) comes out at 182.5 kcal per mole. The HOMO energy is -8.3 eV.

Positions of all 18 atoms, in Å:
C (-1.074, 0.819, 0.441)
N (-0.213, 0.532, 1.582)
C (0.845, 1.590, 1.688)
O (1.557, 1.780, 0.584)
C (-0.477, 0.775, -0.974)
C (0.266, -0.560, -1.028)
S (-0.740, -1.994, -0.786)
H (-1.879, 0.068, 0.555)
H (-1.396, 1.885, 0.690)
H (0.219, -0.386, 1.562)
H (1.468, 1.106, 2.520)
H (0.274, 2.440, 2.111)
H (2.222, -4.259, -2.299)
H (0.091, 1.676, -1.165)
H (-1.305, 0.714, -1.695)
H (1.120, -0.484, -0.383)
H (0.750, -0.576, -2.022)
H (2.626, -4.126, -2.930)

---

A structure of composition C26H19AuBrN4O3S2, computed with the ωB97M-V functional and the def2-TZVPD basis.

The calculation puts the gap between HOMO and LUMO (alpha / beta) at 6.72 / 4.70 eV. Its net charge is +1. The HOMO energy (alpha / beta) is -10.1 / -10.1 eV. The expectation value of S² is 2.018. As for the spin multiplicity: 3.

Positions of all 56 atoms, in Å:
Au (0.089, -0.067, -0.226)
Br (-5.497, 4.609, -2.189)
C (-4.362, 3.191, -1.653)
C (-4.918, 1.957, -1.273)
C (-4.101, 0.938, -0.879)
C (-2.680, 1.057, -0.848)
O (-2.018, -0.002, -0.532)
C (-2.133, 2.338, -1.206)
C (-0.763, 2.709, -1.149)
N (0.238, 1.999, -0.736)
C (1.542, 2.490, -0.580)
C (1.877, 3.821, -0.491)
C (3.208, 4.223, -0.286)
C (4.209, 3.304, -0.152)
C (3.910, 1.927, -0.218)
C (4.888, 0.920, -0.059)
C (4.523, -0.397, -0.111)
C (3.176, -0.718, -0.321)
N (2.247, 0.197, -0.481)
C (2.574, 1.518, -0.430)
C (-3.015, 3.372, -1.614)
H (-5.991, 1.825, -1.297)
H (-4.505, -0.017, -0.573)
H (-0.561, 3.724, -1.493)
H (1.113, 4.584, -0.553)
H (3.431, 5.279, -0.216)
H (5.232, 3.613, 0.024)
H (5.918, 1.210, 0.104)
H (5.246, -1.191, 0.011)
H (2.851, -1.751, -0.369)
H (-2.602, 4.336, -1.885)
O (0.064, 0.437, 4.721)
C (-0.008, -0.863, 4.984)
C (-0.107, -1.248, 6.324)
C (-0.169, -2.580, 6.661)
C (-0.143, -3.573, 5.674)
C (-0.057, -3.218, 4.354)
C (0.017, -1.865, 3.973)
C (0.112, -1.485, 2.573)
O (0.237, -0.292, 2.215)
N (0.043, -2.532, 1.678)
N (0.038, -2.192, 0.414)
C (-0.090, -3.148, -0.475)
S (-0.122, -2.728, -2.153)
C (0.065, -4.451, -2.726)
C (-0.685, -5.339, -1.761)
S (-0.252, -4.823, -0.066)
H (0.193, 0.539, 3.755)
H (-0.123, -0.468, 7.073)
H (-0.236, -2.862, 7.703)
H (-0.192, -4.615, 5.960)
H (-0.045, -3.971, 3.579)
H (1.130, -4.680, -2.749)
H (-0.341, -4.503, -3.735)
H (-0.396, -6.383, -1.870)
H (-1.764, -5.249, -1.874)

---

A cluster of 3 separate species, C3H9NO2S2 in total, computed with the ωB97M-V functional and the def2-TZVPD basis.

The calculation puts the gap between HOMO and LUMO at 3.19 eV. Its net charge is 0. The relative energy (zero: lowest compared OMol25 entry of this formula, charge and spin) comes out at 162.8 kcal per mole. The HOMO energy is -8.5 eV.

Positions of all 17 atoms, in Å:
S (0.698, 2.496, 0.208)
S (0.097, -2.124, -2.291)
C (0.781, -1.534, -0.800)
C (-0.436, -0.719, -0.101)
N (-0.110, -0.225, 1.331)
C (0.116, -1.013, 2.426)
O (0.089, -0.748, 3.587)
H (1.053, 3.213, 1.225)
H (1.267, -2.279, -0.154)
H (1.515, -0.715, -0.972)
H (-1.275, -1.494, -0.280)
H (-0.820, 0.040, -0.816)
H (-0.014, 0.839, 1.339)
H (0.461, -2.064, 2.065)
H (-0.784, 2.424, -1.567)
H (-1.276, 2.009, -3.099)
O (-1.362, 1.892, -2.102)

---

A structure of composition C4H5NO2, computed with the ωB97M-V functional and the def2-TZVPD basis.

The calculation puts the gap between HOMO and LUMO at 11.08 eV. Its net charge is 0. The relative energy (zero: lowest compared OMol25 entry of this formula, charge and spin) comes out at 87.4 kcal per mole. The HOMO energy is -10.1 eV.

Positions of all 12 atoms, in Å:
O (-1.647, 0.504, 1.002)
C (-1.673, -0.254, -0.166)
C (-0.380, 0.167, -0.644)
C (-0.297, 0.960, 0.660)
N (2.500, 0.192, 0.039)
C (2.286, -0.929, -0.126)
O (-0.577, -1.188, -0.236)
H (-2.639, -0.545, -0.558)
H (0.004, 0.385, -1.631)
H (-0.263, 2.046, 0.548)
H (0.434, 0.606, 1.392)
H (2.110, -1.973, -0.278)

---

A cluster of 2 separate species, CH7N2O in total, computed with the ωB97M-V functional and the def2-TZVPD basis.

The calculation puts the gap between HOMO and LUMO at 7.68 eV. Its net charge is -1. The relative energy (zero: lowest compared OMol25 entry of this formula, charge and spin) comes out at 13.2 kcal per mole. The HOMO energy is -3.0 eV.

Positions of all 11 atoms, in Å:
O (0.605, -1.700, -1.045)
H (0.955, -2.572, -1.146)
N (-0.557, 1.161, -0.734)
C (-0.300, 1.063, 0.737)
N (0.093, -0.263, 1.185)
H (-1.377, 0.566, -0.832)
H (0.135, 0.564, -1.212)
H (-1.314, 1.277, 1.101)
H (0.409, 1.753, 1.210)
H (0.014, -0.848, 0.312)
H (1.053, -0.368, 1.469)

---

An isolated molecule of C6H13N, computed with the ωB97M-V functional and the def2-TZVPD basis.

The calculation puts the gap between HOMO and LUMO at 10.01 eV. Its net charge is 0. The relative energy (zero: lowest compared OMol25 entry of this formula, charge and spin) comes out at 60.7 kcal per mole. The HOMO energy is -8.9 eV. As for the SMILES: C=CCCNCC.

Positions of all 20 atoms, in Å:
C (0.119, 0.650, 2.274)
N (0.305, 0.848, 0.825)
C (-0.482, -0.150, 0.026)
C (0.241, -0.610, -1.253)
C (-0.848, -1.188, -2.170)
C (-0.784, -1.054, -3.497)
C (1.218, 1.344, 3.108)
H (0.181, -0.461, 2.569)
H (-0.809, 1.082, 2.596)
H (1.228, 0.534, 0.489)
H (-0.622, -1.028, 0.665)
H (-1.510, 0.314, -0.324)
H (0.776, 0.255, -1.696)
H (1.018, -1.382, -1.171)
H (-1.716, -1.645, -1.683)
H (-1.197, -1.867, -4.067)
H (-0.546, -0.162, -4.016)
H (2.152, 1.471, 2.522)
H (0.928, 2.355, 3.388)
H (1.204, 0.645, 4.031)

---

An isolated molecule of C5H10O, computed with the ωB97M-V functional and the def2-TZVPD basis.

The calculation puts the gap between HOMO and LUMO at 11.31 eV. Its net charge is 0. The relative energy (zero: lowest compared OMol25 entry of this formula, charge and spin) comes out at 26.6 kcal per mole. The HOMO energy is -10.3 eV. As for the SMILES: C[C@@H](O)C1CC1.

Positions of all 16 atoms, in Å:
C (-2.074, 0.044, 0.409)
C (-0.800, -0.044, -0.415)
O (-0.822, 1.089, -1.275)
C (0.431, -0.114, 0.498)
C (1.637, -0.930, 0.105)
C (1.717, 0.566, 0.124)
H (-2.058, 0.957, 1.015)
H (-2.167, -0.817, 1.079)
H (-2.946, 0.084, -0.250)
H (-0.832, -0.961, -1.028)
H (-0.109, 1.001, -1.915)
H (0.196, -0.107, 1.562)
H (2.172, -1.489, 0.869)
H (1.605, -1.423, -0.864)
H (1.758, 1.093, -0.826)
H (2.291, 1.049, 0.912)

---

For each record above, in turn, the calculated total energy values are -2706.8967; -1146.0706; -2472.5621; -606.0902; -587.9091; -686.9186; -4952.7591; -1121.0861; -360.5301; -227.0287; -291.0621; -271.7103 hartree.